115
Properties=species:S:1:pos:R:3:forces:R:3:lowdin_charge:R:1 method="wB97M-V/def2-TZVPD" de_lowest_kcal_mol=28.5 charge=-1 lumo_energy_ev=1.9926 homo_lumo_gap_ha=0.2481
N -1.492 -3.220 4.783 -0.01 -0.01 0.04 0.11
N -2.612 -2.772 2.787 -0.08 -0.03 0.01 0.13
C 1.647 3.120 -4.227 0.05 0.19 0.04 -0.05
H -0.223 3.508 6.604 0.00 0.00 0.00 0.08
C -0.610 3.703 -5.712 0.02 0.00 0.00 -0.09
Ge -1.318 1.670 -1.536 0.16 0.23 -0.68 0.83
H -1.068 3.931 -0.444 0.00 0.00 0.02 0.01
C -1.987 -4.436 4.736 0.06 0.05 0.07 -0.31
C -1.595 -5.367 5.843 0.00 -0.01 0.01 -0.03
H -1.185 -5.895 1.543 0.02 0.02 -0.03 0.09
H 1.268 4.597 -0.348 0.00 0.00 0.00 0.12
C 0.321 1.606 -2.698 -0.05 0.01 0.20 -0.35
S -1.080 -0.814 3.748 -0.17 -0.19 -0.19 0.65
H -2.731 3.518 -0.643 0.00 0.01 -0.02 0.04
H -3.580 2.515 -3.886 -0.02 -0.02 0.04 0.04
H 1.870 -4.924 -2.205 -0.01 0.00 0.00 0.08
O 1.230 3.775 1.511 0.20 0.01 -0.01 -0.32
C 2.877 -2.417 1.430 0.02 -0.03 0.00 -0.33
O 1.313 2.693 3.733 0.00 -0.02 -0.02 -0.33
H 0.829 2.120 6.266 0.00 0.00 0.00 0.08
H 4.134 -1.762 -4.155 0.00 -0.01 0.00 0.06
C 4.532 0.903 -2.313 -0.07 0.05 0.02 -0.18
C 0.793 3.607 4.717 0.00 0.00 0.01 -0.30
C 3.138 -1.615 -4.579 -0.01 0.02 0.00 -0.18
C 2.510 -1.928 3.778 0.02 -0.01 0.00 -0.09
H 0.978 -1.914 2.305 -0.06 -0.04 0.02 0.01
C 2.030 -2.085 2.486 0.03 -0.08 0.04 -0.20
C 0.430 2.549 -3.849 -0.07 0.09 -0.03 -0.24
F -3.850 1.349 0.298 0.06 0.04 0.00 -0.29
C 1.737 3.965 -5.324 -0.01 0.00 0.00 -0.09
C -1.448 -2.346 -0.788 0.07 0.01 0.07 -0.97
H -4.731 1.221 -3.580 0.00 0.00 -0.01 0.06
H 4.922 -2.839 0.910 0.00 -0.01 0.00 0.09
H 0.679 4.915 -6.936 0.00 0.00 0.00 0.09
H 2.105 0.888 -3.354 -0.11 0.02 0.07 0.03
H -0.815 -6.042 5.484 0.00 0.00 0.00 0.09
H -4.787 -3.525 1.451 -0.05 0.05 -0.01 0.09
H 1.821 -1.654 4.569 -0.01 -0.01 -0.01 0.09
H 3.611 4.506 0.576 0.01 0.01 0.00 0.08
H 1.222 2.828 -0.347 0.02 0.05 0.00 0.05
H 2.052 -2.999 -3.324 0.03 -0.01 0.00 0.02
H -0.972 4.848 -2.785 0.04 0.01 -0.03 0.05
F -5.804 1.450 1.861 -0.05 0.06 -0.01 -0.20
H 2.536 2.926 -3.636 -0.04 -0.01 -0.02 0.09
C -0.529 -5.672 0.707 -0.06 0.00 0.03 -0.10
F -3.664 -1.007 0.601 0.06 -0.03 0.03 -0.32
C 4.237 -2.583 1.711 0.02 0.03 0.00 -0.12
H -2.650 4.397 -3.038 0.01 0.01 -0.01 0.05
C -2.828 -4.894 3.702 -0.09 0.02 -0.06 0.00
H 4.244 -1.970 5.042 0.00 0.00 0.00 0.10
H -1.504 3.926 -6.282 0.01 0.00 -0.01 0.10
Ge 2.141 -0.889 -1.862 0.06 -0.01 -0.02 0.80
H -3.429 -4.276 0.616 0.00 0.01 0.02 0.07
C 0.609 4.257 -6.079 0.01 -0.01 0.02 -0.11
H -0.726 2.270 5.436 0.00 0.01 0.00 0.05
H -2.312 0.348 -3.517 -0.02 0.03 -0.03 0.05
C -1.771 -2.344 3.786 0.16 -0.10 -0.05 -0.77
F -5.851 -0.075 -0.110 0.00 0.03 -0.02 -0.20
C 1.183 -5.115 -1.388 -0.02 0.01 0.00 -0.13
H -2.441 -5.976 6.163 0.00 0.00 0.00 0.08
H -3.229 0.072 -2.067 0.03 -0.03 -0.01 0.02
C -3.907 1.788 -3.138 -0.05 0.00 0.00 -0.19
H 5.549 1.168 -2.013 0.01 0.00 0.00 0.07
S -1.342 2.689 2.420 0.10 0.00 -0.02 0.32
Y -1.412 0.344 0.914 -0.46 0.17 1.40 0.84
C -4.021 -4.294 1.538 0.08 -0.01 -0.04 0.01
C -0.447 -6.551 -0.363 0.05 0.00 -0.07 -0.10
H 1.057 -1.724 -3.984 0.00 -0.01 0.01 0.06
C 0.126 2.827 5.825 0.00 0.00 0.01 -0.08
H 5.785 -2.551 3.193 0.00 0.00 0.00 0.09
H 0.491 -6.950 -2.253 -0.01 0.00 0.00 0.10
H 4.663 -1.184 -1.741 0.01 0.02 0.00 0.05
C 1.663 3.703 0.135 -0.07 0.00 -0.10 -0.30
H 2.693 4.402 -5.585 0.00 0.01 0.00 0.10
C -0.696 2.873 -4.606 -0.05 -0.14 -0.07 -0.06
C 3.172 3.650 0.063 -0.02 0.01 -0.02 -0.07
H -2.850 -2.123 2.047 0.02 0.08 -0.04 0.08
C -1.918 4.668 -2.275 -0.02 0.00 0.00 -0.17
C 1.098 -4.206 -0.332 0.00 0.00 0.01 -0.32
H 3.462 -3.249 -1.033 0.01 -0.02 0.02 0.01
S -2.034 -3.259 -1.964 -0.03 0.00 -0.03 0.62
H 1.652 4.171 5.081 0.00 0.00 -0.01 0.12
C 1.351 0.762 -2.558 0.09 -0.16 -0.33 -0.25
C 4.727 -2.423 2.999 0.01 0.01 -0.02 -0.10
H -4.319 2.354 -2.299 0.00 0.00 0.00 0.06
Si 2.261 -2.724 -0.313 -0.08 -0.01 0.03 0.64
C 2.043 -1.933 -3.561 0.01 0.01 -0.01 -0.37
H 4.542 0.729 -3.391 -0.02 0.01 0.00 0.06
H 3.062 -2.252 -5.464 0.00 0.00 0.00 0.06
N -1.009 -1.691 0.097 0.11 -0.42 -0.24 -0.09
H 3.898 1.775 -2.126 0.09 -0.11 -0.02 0.03
C 3.862 -2.099 4.036 -0.03 0.01 0.00 -0.09
H 3.076 -0.580 -4.922 0.01 0.00 0.01 0.06
H 0.144 -3.836 1.563 0.00 -0.03 -0.05 0.08
C 0.413 -6.269 -1.415 -0.04 -0.04 0.05 -0.10
H -1.202 -4.799 6.681 0.00 0.00 0.00 0.08
F -5.575 -1.012 2.167 -0.02 -0.07 -0.02 -0.22
H -4.494 -5.268 1.642 0.02 0.00 -0.01 0.09
H 3.490 3.669 -0.984 -0.04 0.02 0.09 0.07
H -1.652 2.450 -4.324 0.12 0.05 -0.04 0.07
F -3.611 0.436 2.471 0.03 0.04 0.04 -0.33
As -4.825 0.213 1.222 0.09 -0.03 0.00 0.74
H -1.045 -7.454 -0.374 0.00 0.00 -0.01 0.10
H 3.542 2.733 0.522 0.01 -0.01 -0.01 0.07
H 4.107 -0.124 -0.468 -0.01 -0.01 0.02 0.05
C -2.781 0.864 -2.674 -0.01 0.00 0.01 -0.39
C -1.788 3.595 -1.195 -0.01 -0.01 0.01 -0.39
S 1.293 0.806 1.542 -0.18 0.09 -0.18 0.36
H -3.221 -5.900 3.697 0.00 0.00 -0.01 0.12
P 0.641 2.519 2.300 -0.06 0.12 -0.02 -0.10
H 0.096 4.304 4.249 -0.01 -0.01 0.00 0.09
C 0.226 -4.509 0.716 0.07 -0.04 0.12 -0.12
C 4.028 -0.316 -1.543 0.00 -0.01 0.01 -0.38
C -3.146 -4.012 2.711 0.09 0.07 0.04 -0.26
H -2.241 5.618 -1.838 0.00 -0.01 0.00 0.06